# 1
15
Properties=species:S:1:pos:R:3:forces:R:3:nbo_charge:R:1 method="wB97M-V/def2-TZVPD" orbital_gap_ev=9.780 homo_energy_ev=-9.1733 spin_multiplicity=1 charge=0 mol_weight_g_mol=145.25 energy_ev=-28454.8095
C -0.60837 0.98189 0.04848 0.520 2.513 0.420 -0.318
C 0.33366 0.22467 1.08506 -1.047 0.475 3.216 -0.312
C -0.88773 -0.44875 -0.55135 2.238 1.829 -1.984 -0.429
C 0.56851 -0.65377 -1.04470 -0.275 -0.623 -0.476 -0.106
C 1.28337 -0.15807 0.07874 3.180 -1.732 -0.505 -0.184
H -2.92181 1.26172 0.77025 1.598 1.795 -0.521 0.144
H 0.16000 1.66525 -0.39911 -0.936 -0.626 -0.850 0.217
H 0.90347 0.57398 2.08338 -2.218 -0.515 -2.092 0.267
H -1.57082 -0.76138 -1.27671 -1.546 0.204 -0.885 0.249
H 0.89590 -0.36143 -1.99146 -0.188 0.338 -1.623 0.214
H 0.95090 -2.13252 0.30228 0.851 0.408 -1.158 0.347
H 2.22332 0.24460 -0.07504 1.343 2.132 0.216 0.233
N 1.50842 -1.52567 -0.37257 -1.688 -2.058 1.524 -0.552
S -1.90013 2.24260 0.36268 -1.551 -2.911 0.908 -0.017
S -0.93868 -1.15311 0.98009 -0.280 -1.227 3.810 0.247



# 2
9
Properties=species:S:1:pos:R:3:forces:R:3:nbo_charge:R:1 method="wB97M-V/def2-TZVPD" orbital_gap_ev=9.391 homo_energy_ev=-10.0203 spin_multiplicity=1 charge=0 mol_weight_g_mol=85.07 energy_ev=-8635.7702
C 1.20943 0.48029 0.09504 4.409 4.841 2.392 0.250
C -0.86129 0.15913 0.42166 1.417 0.202 -0.218 -0.165
N 0.24256 1.02335 0.76970 0.135 -1.330 -0.633 -0.455
N 0.98891 -0.54887 -0.71683 -0.179 -1.688 -1.020 -0.322
N -0.24782 -0.85035 -0.52497 0.076 -1.365 -0.297 0.359
O -0.84491 -1.71421 -1.16186 0.094 0.720 0.886 -0.360
H 2.53460 1.05588 0.20743 -4.595 -2.174 -0.545 0.205
H -1.51574 -0.13151 1.21111 0.097 -1.014 0.757 0.250
H -1.50575 0.52628 -0.30127 -1.455 1.807 -1.321 0.239



# 3
12
Properties=species:S:1:pos:R:3:forces:R:3:mulliken_spin:R:1 method="wB97M-V/def2-TZVPD" orbital_gap_ev="6.399 / 8.295" homo_energy_ev="-5.5744 / -10.0268" spin_multiplicity=3 charge=0 mol_weight_g_mol=107.05 energy_ev=-17040.0404
C -1.00456 -0.39878 0.45206 -2.310 6.074 3.027 0.674
C 2.16533 0.81323 0.00790 0.919 -2.179 1.758 0.007
N -0.67100 0.70381 1.29752 -3.683 -2.447 -0.757 0.343
O 1.81926 1.68732 -0.66131 -1.406 2.710 -2.375 0.007
O 1.55338 -0.32969 0.29804 -0.399 -0.692 0.056 0.062
P 0.24625 -1.28675 -0.07400 4.501 -4.937 -2.392 0.938
H -2.00357 -0.67371 0.52826 -1.470 -0.642 -0.331 0.008
H 3.03704 0.75412 0.60992 1.556 0.518 0.489 -0.003
H -1.55767 1.19455 1.50434 1.853 0.430 0.282 -0.021
H -2.08944 -1.97361 -2.87168 0.521 0.767 0.880 0.007
H 0.25906 1.01834 1.24823 0.460 1.154 0.262 -0.023
H -1.75409 -1.50884 -2.33928 -0.541 -0.758 -0.899 0.001



# 4
18
Properties=species:S:1:pos:R:3:forces:R:3:nbo_charge:R:1 method="wB97M-V/def2-TZVPD" orbital_gap_ev=10.884 homo_energy_ev=-9.6560 spin_multiplicity=1 charge=0 mol_weight_g_mol=84.16 energy_ev=-6415.0301
C -0.66012 1.30858 -1.24332 0.005 0.082 -0.004 -0.603
C -1.10089 -0.11840 -0.90554 0.036 -0.063 -0.005 -0.449
C -1.78728 -0.19871 0.42991 0.010 -0.115 0.119 -0.165
C -1.47524 -1.05512 1.39907 -0.056 0.084 -0.108 -0.410
C 2.07036 -0.40499 1.03406 0.057 0.057 -0.140 -0.392
C 2.58844 -0.05138 -0.13686 -0.039 -0.028 0.133 -0.392
H -0.01303 1.71661 -0.45778 -0.094 -0.064 -0.121 0.204
H -1.52554 1.97516 -1.33785 0.128 -0.096 0.028 0.205
H -0.10983 1.33991 -2.19031 -0.095 -0.007 0.141 0.210
H -0.23547 -0.79221 -0.91118 -0.145 0.084 0.010 0.212
H -1.78665 -0.47285 -1.68784 0.083 0.045 0.116 0.211
H -2.59571 0.51718 0.59355 0.101 -0.104 -0.008 0.191
H -2.00645 -1.06591 2.34721 0.052 0.021 -0.154 0.200
H -0.67531 -1.78357 1.27531 -0.117 0.119 -0.009 0.193
H 1.12000 -0.00669 1.38379 0.174 -0.040 -0.076 0.202
H 2.57109 -1.11478 1.68891 -0.047 0.108 -0.110 0.194
H 2.08640 0.65909 -0.79030 0.079 -0.121 0.115 0.193
H 3.53524 -0.45192 -0.49083 -0.131 0.036 0.075 0.194



# 5
26
Properties=species:S:1:pos:R:3:forces:R:3:nbo_charge:R:1 method="wB97M-V/def2-TZVPD" orbital_gap_ev=9.804 homo_energy_ev=-8.8588 spin_multiplicity=1 charge=0 mol_weight_g_mol=136.24 energy_ev=-10628.7163
C -0.07489 -0.48017 -0.26288 -0.626 0.824 1.698 -0.428
C -0.62286 -1.89623 -0.59665 2.200 1.046 -1.001 -0.622
C 0.59400 -0.46794 1.11037 0.463 1.481 -0.600 0.010
C 1.88977 0.06170 1.28787 -0.130 -1.275 0.237 -0.221
C -0.18526 -0.72865 2.23464 -0.373 -0.143 0.438 -0.227
C 2.47259 -0.04672 2.54296 -0.510 0.550 0.426 -0.214
C 0.36222 -0.78650 3.51625 0.684 0.378 -1.311 -0.206
C 1.72789 -0.52232 3.60853 -0.387 0.155 1.419 -0.218
H 0.56567 0.01340 -0.99536 0.290 -0.746 -0.217 0.209
H -0.85982 0.28697 -0.16673 -0.297 -0.488 -0.132 0.213
H -0.21473 -2.02954 -1.60369 -0.960 -0.521 -0.276 0.217
H 2.48961 0.46989 0.48031 -0.312 -0.117 -0.168 0.212
H -1.26626 -0.77183 2.09918 0.169 -0.434 -0.003 0.207
H 3.41033 0.42509 2.79120 0.393 -0.252 -0.325 0.213
H -0.22595 -0.90944 4.41080 -0.147 -0.238 -0.015 0.216
H 2.13228 -0.52607 4.62483 0.246 -0.013 -0.424 0.206
H -1.68524 -2.02171 -0.50144 -0.297 -0.068 -0.091 0.218
H -0.04793 -2.62313 -0.02868 -0.378 -0.131 0.379 0.217
C -0.90689 2.22943 -2.99013 -1.425 0.121 -0.725 -0.611
C -1.62195 0.87379 -3.07813 -0.084 0.180 -0.363 -0.608
H -0.03492 2.27244 -2.35935 0.235 0.079 0.156 0.205
H -0.71353 2.57748 -4.01236 0.702 -0.393 0.124 0.206
H -1.65914 2.97619 -2.73071 0.195 0.093 0.803 0.203
H -0.95146 0.10641 -3.48209 -0.349 0.062 -0.112 0.201
H -2.08135 0.46896 -2.17822 0.410 0.274 0.420 0.202
H -2.49218 1.04849 -3.72052 0.288 -0.423 -0.336 0.204